# 1
40
Properties=species:S:1:pos:R:3:mulliken_charge:R:1 method="wB97M-V/def2-TZVPD" smiles="CC(=O)OCCNc1cc(SCc2ccco2)c2nonc2c1[N+](=O)[O-]" orbital_gap_ha=0.282
C -4.07729 -1.47979 1.00442 -1.153
C -2.58268 -1.37795 1.04901 0.778
O -1.95993 -0.37148 1.27695 -0.528
O -1.99767 -2.55969 0.81957 -0.360
C -0.57624 -2.58137 0.84895 -0.368
H -0.21843 -1.90071 1.62977 0.379
H -0.29258 -3.60586 1.09205 0.348
C 0.00439 -2.15220 -0.51368 -0.877
N 1.40648 -1.86581 -0.43580 -0.069
C 1.98053 -0.69834 -0.10468 0.727
C 3.39140 -0.57754 -0.13020 -1.341
C 3.93474 0.70455 0.13634 1.087
N 5.17253 1.14718 0.17041 -0.545
O 5.09636 2.45086 0.45235 -0.069
N 3.84792 2.87764 0.60569 -0.563
C 3.07978 1.83090 0.41960 0.645
C 1.66650 1.67689 0.48084 -0.179
C 1.16938 0.42579 0.24229 -0.107
H 0.10789 0.26982 0.31464 0.350
S 0.74657 3.10710 0.83634 -0.151
C -0.97421 2.52737 0.97917 -0.471
C -1.61843 2.17993 -0.31814 0.161
C -1.12590 1.88596 -1.55534 0.125
C -2.24959 1.59116 -2.36825 -0.856
C -3.33575 1.72829 -1.56450 -0.509
O -2.96458 2.08852 -0.32337 -0.360
H -4.38514 1.61060 -1.74803 0.523
H -2.23882 1.31843 -3.40322 0.470
H -0.09981 1.88961 -1.86172 0.616
H -1.50582 3.36227 1.43993 0.544
H -1.00544 1.67976 1.66616 0.171
N 4.26887 -1.63291 -0.40767 1.184
O 5.46252 -1.42024 -0.40619 -0.630
O 3.79586 -2.75651 -0.63895 -0.840
H 2.07866 -2.62007 -0.61087 0.279
H -0.13763 -2.95946 -1.23535 0.335
H -0.54773 -1.27789 -0.87267 0.296
H -4.38044 -2.26596 0.32024 0.357
H -4.43814 -1.72689 2.00147 0.303
H -4.49814 -0.52199 0.71242 0.299

***

# 2
106
Properties=species:S:1:pos:R:3:mulliken_charge:R:1 method="wB97M-V/def2-TZVPD" de_lowest_ev=0.3587 total_charge=-2 orbital_gap_ha=0.211
Ba 0.12385 0.11077 -1.19696 1.048
C 1.65695 -4.31337 0.39295 -0.527
C 0.52901 -5.04113 0.05041 -0.496
C -0.71189 -4.43085 0.10954 -0.960
C -0.78126 -3.09950 0.50567 0.654
N 0.30162 -2.40191 0.84795 -0.009
C 1.48857 -2.99264 0.78225 -0.167
C -2.07106 -2.35095 0.54958 0.617
C -3.30262 -2.99571 0.57716 -0.789
C -4.44608 -2.21861 0.63603 -0.894
C -4.33712 -0.84113 0.68542 -1.280
C -3.06744 -0.27173 0.65278 0.961
N -1.97419 -1.02491 0.57285 0.714
C -2.84597 1.20117 0.71579 0.483
C -3.90270 2.10268 0.67944 -0.793
C -3.63039 3.45622 0.74849 -1.003
C -2.31524 3.87052 0.84214 -0.722
C -1.31572 2.90627 0.84451 -0.631
N -1.57575 1.60541 0.79499 0.711
H 2.64873 -4.74021 0.32700 0.372
H 0.61786 -6.06536 -0.29169 0.406
H -1.59890 -4.95842 -0.21044 0.207
H 2.34096 -2.37052 1.02969 0.359
H -3.36891 -4.07371 0.54924 0.388
H -5.42236 -2.68720 0.64781 0.397
H -5.22709 -0.23123 0.74496 0.332
H -4.92178 1.76190 0.56123 0.318
H -4.43640 4.17769 0.70411 0.368
H -2.05409 4.91710 0.88601 0.431
H -0.26382 3.19141 0.86174 0.570
O 3.86369 -1.57565 -2.86017 -0.773
C 2.77681 -1.83173 -2.31418 -0.368
O 2.26786 -1.23738 -1.32023 -0.297
C 1.98473 -3.01211 -2.88987 1.317
C 2.70779 -4.01778 -3.45996 0.108
C 2.09438 -5.17946 -3.96643 -0.810
C 0.72110 -5.30553 -3.92510 -0.591
C -0.03963 -4.30799 -3.35847 -0.609
C 0.53324 -3.08720 -2.80544 -0.262
O -0.18278 -2.17100 -2.34994 -0.039
N -1.46327 -4.53498 -3.34372 0.969
O -1.93369 -5.28607 -4.19477 -0.728
O -2.15381 -3.96085 -2.52483 -0.510
N 2.87937 -6.22868 -4.52446 1.064
O 2.31343 -7.23344 -4.94042 -0.701
O 4.09094 -6.08402 -4.58565 -0.679
H 3.78160 -3.90554 -3.51619 0.624
H 0.23752 -6.18228 -4.32630 0.623
C 0.73960 0.30578 2.88388 -0.419
O 1.40859 1.20657 2.02236 0.620
Si 2.02454 2.64526 2.64123 -0.291
C 0.62937 3.36536 3.73162 -1.037
C 3.31590 2.17280 3.96302 -1.245
C 2.63063 3.70681 1.33200 1.545
Si 4.11849 3.15152 0.44184 0.057
C 4.45106 1.29785 0.57218 -0.776
C 4.11079 3.53265 -1.42360 -0.883
C 5.73383 3.94794 1.10214 -1.186
Si 2.30433 5.48391 1.36374 -0.012
C 0.46828 5.98233 1.34020 -1.172
C 3.01867 6.41264 -0.13275 -1.159
C 3.01457 6.41345 2.87666 -1.126
H 1.13649 0.34812 3.90787 0.246
H 0.85130 -0.70704 2.50032 -0.139
H -0.33168 0.53512 2.91588 0.084
H 0.55829 2.80948 4.67202 0.365
H -0.35085 3.32062 3.24758 0.152
H 0.83358 4.40929 3.98459 0.280
H 2.97925 1.39196 4.65529 0.344
H 3.52248 3.07086 4.55407 0.275
H 4.26064 1.85540 3.51345 0.260
H 3.71691 0.70827 0.01655 -0.019
H 4.46684 0.93213 1.60389 0.185
H 5.42554 1.07842 0.12454 0.412
H 4.38494 2.63065 -1.97742 0.172
H 4.81965 4.32116 -1.69212 0.347
H 3.11890 3.83649 -1.76004 0.207
H 5.84958 3.72669 2.16789 0.271
H 5.72641 5.03563 0.99298 0.283
H 6.61393 3.55945 0.57631 0.317
H 0.03958 5.75993 0.35933 0.246
H 0.34170 7.05351 1.53182 0.509
H -0.09803 5.43455 2.09709 0.323
H 2.55705 6.06726 -1.06004 0.260
H 4.09680 6.27718 -0.22698 0.245
H 2.82398 7.48687 -0.03705 0.328
H 2.60066 6.02200 3.81034 0.331
H 2.80682 7.48940 2.83788 0.339
H 4.09883 6.27346 2.91722 0.290
F -1.10363 2.61679 -5.14694 -0.248
C -1.73427 1.57274 -4.60618 0.431
F -2.87606 1.39853 -5.28083 -0.239
F -0.98064 0.49415 -4.80464 -0.174
S -2.06273 1.84723 -2.80850 1.318
O -2.30773 0.50496 -2.31468 -0.736
O -3.17455 2.75411 -2.79469 -0.652
O -0.79597 2.34656 -2.30758 -0.778
C 4.76163 0.60753 -4.92895 -1.098
C 3.34169 0.15363 -5.28010 -0.254
C 2.40987 0.52372 -4.22702 -0.165
N 1.74654 0.85354 -3.35216 -0.178
H 5.44694 0.30895 -5.72261 0.351
H 5.06058 0.12962 -3.99648 0.244
H 4.80821 1.69041 -4.81029 0.323
H 3.31023 -0.93363 -5.36215 0.164
H 2.99434 0.58687 -6.21928 0.455

***

# 3
91
Properties=species:S:1:pos:R:3:mulliken_charge:R:1 method="wB97M-V/def2-TZVPD" de_lowest_ev=0.0000 total_charge=-2 orbital_gap_ha="0.202 / 0.206"
Os -0.15427 1.57627 -0.65880 3.074
S -1.33815 3.53244 -0.38255 -0.657
C -1.71629 4.05540 -2.01354 0.900
C -2.33345 5.29141 -2.21354 -0.876
C -2.66378 5.72719 -3.48494 -0.527
C -2.37597 4.92316 -4.58471 -0.704
C -1.76213 3.69733 -4.39336 -0.594
C -1.42279 3.24873 -3.11545 -0.098
S -0.65317 1.68245 -2.92570 -0.363
H -2.54658 5.91141 -1.34994 0.388
H -3.13837 6.69205 -3.61960 0.332
H -2.62394 5.25384 -5.58647 0.327
H -1.52705 3.06475 -5.24254 0.377
C 2.07792 -2.70812 -1.34280 -1.547
C 1.95974 -1.20211 -1.54388 1.546
C 3.09511 -0.48819 -0.83080 -1.773
C 2.00648 -0.83811 -3.02444 -1.370
O 0.70980 -0.75571 -0.93075 -0.823
Si -0.84850 -1.34834 -1.20871 0.104
S -2.09664 0.03629 -0.33185 -0.934
O -1.00463 -2.90478 -0.69720 0.370
C -1.35539 -3.50666 0.55179 1.989
C -0.68074 -2.79464 1.71512 -1.498
C -2.87294 -3.45697 0.69920 -1.674
C -0.87085 -4.94778 0.46116 -1.880
O -0.91941 -1.48216 -2.83636 0.631
C -1.91909 -1.95370 -3.73045 1.573
C -1.87164 -3.47791 -3.77749 -1.483
C -1.55865 -1.36299 -5.08949 -1.561
C -3.30017 -1.46873 -3.30169 -1.486
H 3.02139 -3.05706 -1.76774 0.501
H 1.25743 -3.23617 -1.82910 0.146
H 2.06830 -2.95449 -0.27903 0.261
H 4.04575 -0.84176 -1.23497 0.503
H 3.09310 -0.68486 0.24143 0.445
H 3.02628 0.58581 -0.98440 0.309
H 3.02300 -0.99948 -3.39077 0.552
H 1.74889 0.21375 -3.15986 0.131
H 1.31622 -1.43905 -3.61074 0.082
H -1.04934 -1.77219 1.79749 0.172
H 0.39989 -2.76773 1.56497 0.098
H -0.87813 -3.31599 2.65370 0.731
H -3.20990 -2.41952 0.69336 0.252
H -3.18329 -3.92121 1.63775 0.459
H -3.34830 -3.98787 -0.12885 0.345
H 0.21314 -4.97211 0.33962 0.356
H -1.32791 -5.44339 -0.39751 0.341
H -1.13047 -5.49756 1.36761 0.409
H -0.87072 -3.81191 -4.05873 0.289
H -2.58596 -3.85451 -4.51397 0.471
H -2.10908 -3.89754 -2.80009 0.091
H -0.56560 -1.70102 -5.39208 0.349
H -1.54247 -0.27535 -5.01705 0.181
H -2.28213 -1.66706 -5.84975 0.423
H -3.57379 -1.88662 -2.33065 0.189
H -4.05073 -1.77470 -4.03496 0.512
H -3.30083 -0.38255 -3.20968 0.215
O 2.24419 -2.95828 6.71195 -0.666
S 1.78725 -2.30083 7.91975 1.200
O 1.06448 -3.15693 8.84130 -0.696
O 2.75948 -1.41578 8.54319 -0.699
C 0.52652 -1.11189 7.34090 0.040
N -0.36717 -0.69487 8.23968 -0.518
C -1.26254 0.18032 7.80957 -0.361
C -1.29661 0.65235 6.50906 -0.636
C -0.31206 0.17243 5.65510 0.367
N 0.59454 -0.70480 6.07836 -0.250
C -0.22439 0.58009 4.22420 1.004
C 0.68838 -0.03374 3.37997 -0.451
C 0.71578 0.32024 2.04296 -0.966
N -0.09479 1.23642 1.50973 0.561
C -0.97087 1.83866 2.32372 -0.532
C -1.05836 1.54722 3.66747 -0.994
H -1.99433 0.52008 8.53749 0.402
H -2.05701 1.35062 6.19359 0.353
H 1.35315 -0.79339 3.76772 0.754
H 1.38647 -0.16673 1.35347 0.161
H -1.63116 2.56045 1.86431 0.269
H -1.79004 2.07861 4.25849 0.296
Cl 1.90023 4.08016 -3.10240 -0.179
C 2.99362 3.94402 -1.75801 0.393
C 4.20283 4.59372 -1.81525 -0.596
C 5.10203 4.53462 -0.75412 -0.440
C 4.72893 3.81636 0.37381 -0.532
C 3.51684 3.16327 0.43302 0.756
Cl 3.10725 2.34546 1.91549 -0.227
C 2.56976 3.14681 -0.64045 -0.605
N 1.44778 2.48242 -0.66536 -0.878
H 4.43479 5.15844 -2.70957 0.380
H 6.05566 5.04138 -0.80196 0.321
H 5.38016 3.75947 1.23663 0.391